# 1
The ion C3H8N with charge +1. Source: the Open Molecules 2025 dataset; level of theory: ωB97M-V/def2-TZVPD.

The geometry in XYZ format:
```
12
Properties=species:S:1:pos:R:3:nbo_charge:R:1
C 0.1075 0.4322 1.3021 -0.270
C -0.4997 -0.2336 0.1376 0.036
C 0.2990 -1.0985 -0.8056 -0.649
N -0.2500 1.2092 0.1125 -0.655
H -0.4829 0.6276 2.1888 0.264
H 1.1653 0.3108 1.4993 0.267
H -1.6129 -0.6547 0.2221 0.317
H 1.1800 -1.5108 -0.3224 0.297
H 0.6130 -0.5434 -1.6878 0.260
H -0.3102 -1.9305 -1.1493 0.284
H -0.9948 1.9033 0.1572 0.426
H 0.5191 1.5151 -0.4905 0.423
```

relative energy (zero: lowest compared OMol25 entry of this formula, charge and spin)	381.72	kJ/mol
expectation value of S²	2.0047
total energy	-173.2300	hartree
net charge	+1
spin multiplicity	3



# 2
An isolated molecule of C3H8N2. Source: the Open Molecules 2025 dataset; level of theory: ωB97M-V/def2-TZVPD.

The geometry in XYZ format:
```
13
Properties=species:S:1:pos:R:3:nbo_charge:R:1
C -0.8180 1.0131 -0.4546 -0.165
C -0.2098 -0.1363 0.2775 -0.113
C -0.3324 -1.6516 -0.0911 -0.610
N 0.8309 1.7416 0.4494 -0.482
N 1.1837 0.3019 0.1105 -0.508
H -0.3801 1.1242 -1.4342 0.205
H -1.7902 1.4098 -0.1433 0.211
H -0.6756 -0.0818 1.2318 0.168
H -0.1485 -1.7932 -1.2621 0.209
H -1.2828 -2.0494 0.1512 0.207
H 0.4026 -2.0505 0.5968 0.213
H 1.3623 2.2709 -0.2215 0.319
H 1.8581 -0.0987 0.7896 0.347
```

relative energy (zero: lowest compared OMol25 entry of this formula, charge and spin)	502.50	kJ/mol
total energy	-228.4573	hartree
net charge	0



# 3
An isolated molecule of C3H8N2. Source: the Open Molecules 2025 dataset; level of theory: ωB97M-V/def2-TZVPD.

The geometry in XYZ format:
```
13
Properties=species:S:1:pos:R:3:nbo_charge:R:1
C 0.1576 -0.8377 -1.6955 -0.646
C -0.0173 -0.2547 -0.3215 0.205
C -0.8984 -0.9766 0.6717 -0.699
H 0.8865 -0.2292 -2.2846 0.235
H 0.4784 -1.8853 -1.6651 0.213
H -0.7853 -0.8422 -2.2784 0.217
H -1.6934 -0.2978 1.0151 0.235
H -0.2961 -1.2639 1.5998 0.215
H -1.3170 -1.9284 0.2301 0.228
H 1.0079 2.1015 1.4079 0.363
H 0.2148 0.7698 1.9729 0.337
N 0.5585 0.8589 -0.0372 -0.251
N 0.3061 1.4253 1.1907 -0.652
```

relative energy (zero: lowest compared OMol25 entry of this formula, charge and spin)	184.01	kJ/mol
total energy	-228.5786	hartree
net charge	0
structure (SMILES)	CC(C)=NN